Entry 1:
35
Properties=species:S:1:pos:R:3 method="wB97M-V/def2-TZVPD" fmax_ev_per_a=0.63 smiles="CCCC(=O)Nc1ccc(OCC(=O)OC)cc1" gap_ev=8.817 molar_mass_da=251.28 lumo_ev=0.7 e_homo_ev=-8.093 spin_multiplicity=1 de_lowest_kcal_mol=21.7
C -4.79 1.12 1.38
C -5.45 -0.06 0.68
C -4.82 -0.36 -0.69
C -3.40 -0.87 -0.51
O -3.14 -2.02 -0.27
N -2.47 0.12 -0.64
C -1.07 0.04 -0.50
C -0.40 -1.14 -0.23
C 0.97 -1.16 -0.10
C 1.71 0.01 -0.24
O 3.07 0.11 -0.13
C 3.80 -1.05 0.13
C 5.29 -0.73 0.19
O 6.12 -1.55 0.49
O 5.56 0.53 -0.14
C 6.93 0.91 -0.12
C 1.03 1.21 -0.51
C -0.34 1.22 -0.63
H -5.30 1.33 2.32
H -4.85 2.02 0.77
H -3.75 0.91 1.60
H -6.51 0.15 0.54
H -5.37 -0.95 1.31
H -5.39 -1.16 -1.17
H -4.86 0.52 -1.32
H -2.81 1.05 -0.83
H -0.96 -2.06 -0.12
H 1.46 -2.10 0.11
H 3.52 -1.51 1.09
H 3.66 -1.80 -0.66
H 7.51 0.27 -0.79
H 7.33 0.80 0.89
H 6.96 1.94 -0.44
H 1.61 2.11 -0.61
H -0.84 2.15 -0.84

***

Entry 2:
128
Properties=species:S:1:pos:R:3 method="wB97M-V/def2-TZVPD" fmax_ev_per_a=5.14 gap_ev="4.232 / 4.144" molar_mass_da=1013.55 s_squared=1.768 total_charge=+3 lumo_ev="-10.8 / -10.9" e_homo_ev="-15.027 / -15.024" spin_multiplicity=2
In 20.25 -28.76 -14.88
In 21.31 -28.07 -10.72
Na 23.00 -25.33 -14.02
P 23.51 -28.02 -13.46
O 24.95 -28.55 -13.35
O 22.95 -27.46 -14.79
O 23.31 -26.94 -12.41
O 22.43 -29.18 -13.09
C 23.82 -23.91 -19.24
O 23.91 -25.35 -19.15
C 23.43 -26.14 -18.04
C 24.05 -27.55 -18.01
N 23.19 -28.45 -17.20
C 23.93 -29.74 -17.12
C 23.14 -30.89 -16.37
O 21.71 -30.87 -16.55
C 21.31 -32.12 -17.13
H 22.93 -23.68 -18.66
H 24.09 -23.49 -20.21
H 24.68 -23.66 -18.62
H 22.35 -26.21 -18.18
H 23.72 -25.69 -17.09
H 25.10 -27.61 -17.71
H 24.03 -27.90 -19.04
H 23.14 -28.07 -16.26
H 24.78 -29.45 -16.52
H 24.19 -30.06 -18.13
H 23.20 -30.69 -15.30
H 23.70 -31.82 -16.38
H 21.86 -33.02 -16.82
H 21.25 -32.22 -18.21
H 20.31 -32.35 -16.77
C 23.13 -26.49 -7.69
O 23.69 -27.31 -8.78
C 25.01 -27.92 -8.82
C 25.11 -28.72 -10.13
N 23.87 -29.54 -10.40
C 24.09 -30.82 -9.89
C 22.80 -31.62 -10.30
O 21.69 -31.00 -9.63
C 20.49 -31.75 -9.75
H 23.39 -25.45 -7.88
H 23.37 -26.67 -6.64
H 22.05 -26.51 -7.79
H 25.20 -28.50 -7.92
H 25.93 -27.32 -8.81
H 25.98 -29.37 -10.15
H 25.19 -27.97 -10.92
H 23.88 -29.49 -11.41
H 24.11 -30.68 -8.81
H 24.92 -31.34 -10.36
H 22.75 -32.67 -10.02
H 22.60 -31.63 -11.37
H 20.17 -31.95 -10.78
H 19.72 -31.23 -9.18
H 20.42 -32.62 -9.10
C 28.19 -26.10 -17.68
O 27.23 -25.20 -17.22
C 27.14 -24.90 -15.92
C 26.44 -26.03 -15.15
N 25.76 -25.58 -13.96
C 26.62 -25.31 -12.78
C 27.69 -26.45 -12.31
O 28.62 -26.49 -13.33
C 29.72 -27.38 -13.29
H 29.12 -25.90 -17.16
H 28.34 -25.95 -18.75
H 27.99 -27.15 -17.45
H 26.61 -23.96 -15.79
H 28.10 -24.65 -15.48
H 27.02 -26.92 -14.93
H 25.62 -26.37 -15.78
H 25.52 -26.52 -13.70
H 25.84 -25.12 -12.04
H 27.00 -24.29 -12.85
H 27.13 -27.39 -12.36
H 28.07 -26.40 -11.28
H 29.29 -28.35 -13.04
H 30.44 -27.16 -12.51
H 30.26 -27.39 -14.24
C 23.07 -24.56 -10.56
O 21.94 -25.27 -10.06
C 20.69 -24.53 -10.07
C 19.75 -25.02 -8.90
N 19.59 -26.47 -8.86
C 19.15 -26.94 -7.54
C 19.11 -28.47 -7.56
O 20.45 -28.80 -8.08
C 21.01 -29.72 -7.15
H 22.82 -24.21 -11.56
H 23.86 -25.31 -10.50
H 23.29 -23.72 -9.90
H 20.28 -24.67 -11.07
H 21.04 -23.51 -9.90
H 18.79 -24.51 -8.97
H 20.21 -24.73 -7.95
H 18.85 -26.77 -9.47
H 18.22 -26.47 -7.21
H 19.82 -26.67 -6.72
H 18.37 -28.87 -8.25
H 18.85 -28.81 -6.56
H 20.90 -29.39 -6.11
H 22.10 -29.74 -7.25
H 20.52 -30.69 -7.20
C 29.74 -31.08 -16.27
O 29.18 -30.43 -15.14
C 27.71 -30.39 -15.13
C 27.02 -31.16 -14.09
N 25.57 -30.94 -14.06
C 24.85 -31.85 -13.24
C 24.91 -33.37 -13.76
O 26.16 -34.07 -13.50
C 26.80 -33.94 -12.15
H 29.46 -32.12 -16.42
H 30.81 -30.91 -16.31
H 29.27 -30.69 -17.18
H 27.40 -30.63 -16.15
H 27.33 -29.37 -15.11
H 27.30 -30.90 -13.07
H 27.30 -32.20 -14.22
H 25.40 -29.97 -13.83
H 23.82 -31.52 -13.12
H 25.36 -31.72 -12.29
H 24.44 -33.49 -14.73
H 24.28 -34.04 -13.19
H 27.63 -34.62 -11.98
H 26.00 -34.04 -11.42
H 27.16 -32.92 -12.04

***

Entry 3:
65
Properties=species:S:1:pos:R:3 method="wB97M-V/def2-TZVPD" fmax_ev_per_a=1.52 gap_ev=7.239 molar_mass_da=625.54 total_charge=+1 lumo_ev=-4.6 e_homo_ev=-11.800 spin_multiplicity=1
C 3.18 -0.58 2.30
C 1.99 -0.27 1.38
C 1.69 1.19 1.45
F 1.40 1.55 2.74
N 0.47 1.55 0.66
C -0.72 1.21 1.19
C -1.91 1.47 0.55
B -3.20 0.89 1.33
O -3.97 1.78 2.03
N -3.38 -0.54 1.28
C -4.44 -1.00 0.37
C -3.53 -1.11 2.64
C -1.86 2.14 -0.68
C -3.15 2.46 -1.37
O -3.47 3.58 -1.56
O -3.91 1.40 -1.70
C -0.63 2.50 -1.24
P -0.38 3.37 -2.89
O -1.34 4.67 -2.79
I -1.32 1.78 -4.52
C 0.53 2.17 -0.53
Cl 2.07 2.52 -1.18
H 3.85 0.28 2.32
H 3.74 -1.43 1.94
H 2.85 -0.73 3.33
H 2.28 -0.54 0.37
H 1.12 -0.86 1.69
H 2.52 1.82 1.14
H -0.69 0.69 2.13
H -4.04 1.59 2.98
H -4.71 -2.02 0.63
H -5.33 -0.36 0.38
H -4.04 -1.05 -0.64
H -3.14 -0.43 3.40
H -2.89 -1.98 2.69
H -4.54 -1.43 2.88
H -4.81 1.54 -1.37
H -1.82 4.85 -3.60
O 5.32 -1.04 0.10
H 5.03 -0.31 -0.45
H 5.91 -1.55 -0.47
O 5.55 -3.90 0.06
H 5.07 -3.08 0.26
H 4.98 -4.36 -0.56
O 6.33 -5.54 -2.62
H 6.56 -5.29 -1.72
H 6.99 -6.20 -2.86
O -0.94 -3.08 2.38
H -1.29 -2.94 1.48
H -0.52 -3.94 2.34
O 1.25 5.96 -1.63
H 0.38 5.69 -1.96
H 1.20 6.93 -1.62
O 3.54 -5.15 -3.15
H 2.96 -5.86 -3.44
H 4.42 -5.42 -3.44
O -4.99 2.84 -5.77
H -4.08 2.59 -5.56
H -5.47 2.73 -4.95
O -1.88 -3.41 -0.51
H -2.23 -3.25 -1.39
H -1.47 -4.28 -0.57
O 1.19 3.22 5.54
H 1.24 2.55 4.85
H 0.32 3.62 5.43